(1)
Entry from the OMol25 dataset: C25H46O3P2RuS as an isolated structure (ωB97M-V with the def2-TZVPD basis set).

Results
Orbital gap (spin up / spin down) (eV): 6.52 / 6.12
Relative energy (zero: lowest compared OMol25 entry of this formula, charge and spin) (kJ/mol): 37.2
Strongest force on any atom (hartree/bohr): 0.05992
2S+1: 6
Net charge: +1
LUMO level (spin up / spin down) (Eh): -0.1021 / -0.1920

Atoms and positions in Å:
Ru  -0.554  2.213  -1.412
C  -0.843  0.953  1.366
C  -1.586  1.115  0.052
C  -0.816  -1.098  0.316
C  -0.419  -0.359  1.487
C  -1.593  -0.291  -0.504
C  -0.902  1.937  2.470
H  -1.434  2.846  2.169
H  0.106  2.236  2.794
H  -1.436  1.539  3.356
C  0.100  -0.927  2.752
H  1.002  -0.393  3.080
H  0.356  -1.991  2.632
H  -0.658  -0.847  3.556
C  -0.583  -2.551  0.169
H  -0.917  -3.087  1.066
H  0.487  -2.772  0.046
H  -1.125  -2.952  -0.693
C  -2.588  -0.750  -1.505
H  -3.481  -1.180  -1.014
H  -2.191  -1.514  -2.181
H  -2.937  0.093  -2.111
C  -2.947  1.742  0.188
H  -3.697  0.963  0.399
H  -3.213  2.259  -0.743
H  -2.985  2.454  1.018
C  2.489  5.421  -1.908
C  1.519  6.006  -1.177
C  0.262  6.637  -1.698
C  -0.319  6.005  -2.987
C  -0.209  4.499  -3.088
C  0.831  3.887  -3.679
C  2.067  4.521  -4.236
C  2.706  5.640  -3.367
H  0.361  7.726  -1.877
H  0.119  6.514  -3.865
H  -0.496  6.537  -0.907
H  2.370  6.638  -3.700
H  3.310  4.916  -1.376
H  1.694  6.137  -0.099
H  3.789  5.609  -3.568
H  2.822  3.721  -4.352
H  0.724  2.846  -3.981
H  1.888  4.943  -5.243
H  -1.396  6.251  -2.989
H  -1.130  3.919  -2.858
P  1.469  1.983  -0.223
P  0.397  0.529  -2.755
C  2.598  2.065  -1.712
C  2.182  1.092  -2.826
H  3.542  1.716  -1.273
H  2.664  3.105  -2.041
H  2.373  1.529  -3.819
H  2.780  0.174  -2.703
C  0.586  -1.272  -2.689
H  -0.401  -1.737  -2.641
H  1.184  -1.564  -1.814
H  1.092  -1.639  -3.593
C  -0.512  0.819  -4.323
H  0.178  0.921  -5.175
H  -1.120  1.732  -4.186
H  -1.196  -0.029  -4.500
C  2.562  2.672  1.123
H  2.169  2.316  2.088
H  2.583  3.778  1.107
H  3.556  2.240  0.943
C  0.320  3.550  -0.072
H  -0.822  3.467  -0.152
H  0.663  4.391  -0.673
H  0.371  3.698  1.017
C  4.352  -2.183  1.004
S  3.266  -0.829  0.604
O  2.841  -0.213  1.865
O  4.119  0.026  -0.231
O  2.165  -1.469  -0.141
H  5.200  -1.743  1.526
H  4.660  -2.625  0.056
H  3.822  -2.917  1.608

Need the Mulliken charges? In units of e they are:
1 Ru -1.68
2 C -0.61
3 C 3.00
4 C 1.85
5 C 1.14
6 C -0.75
7 C -2.07
8 H 0.44
9 H 0.24
10 H 0.42
11 C -1.59
12 H 0.32
13 H 0.45
14 H 0.34
15 C -2.15
16 H 0.50
17 H 0.20
18 H 0.40
19 C -1.53
20 H 0.41
21 H 0.48
22 H 0.27
23 C -1.53
24 H 0.41
25 H 0.33
26 H 0.36
27 C -0.15
28 C -0.65
29 C -0.63
30 C -1.18
31 C -0.16
32 C -0.27
33 C -1.16
34 C -0.93
35 H 0.35
36 H 0.38
37 H 0.39
38 H 0.29
39 H 0.62
40 H 0.36
41 H 0.44
42 H 0.10
43 H 0.77
44 H 0.52
45 H 0.40
46 H 0.62
47 P 1.64
48 P 1.36
49 C -0.21
50 C -1.22
51 H 1.03
52 H -0.65
53 H 0.45
54 H 0.68
55 C -1.00
56 H 0.34
57 H -0.14
58 H 0.59
59 C -1.36
60 H 0.38
61 H 0.44
62 H 0.42
63 C -1.30
64 H 0.27
65 H 0.44
66 H 0.55
67 C -0.94
68 H 0.16
69 H -0.37
70 H 0.91
71 C -1.25
72 S 1.23
73 O -0.69
74 O -0.75
75 O -0.82
76 H 0.41
77 H 0.33
78 H 0.31

---

(2)
Entry from the OMol25 dataset: C25H47Br2CaNO3Si2 as an isolated structure (ωB97M-V with the def2-TZVPD basis set).

Results
Orbital gap (eV): 6.29
Relative energy (zero: lowest compared OMol25 entry of this formula, charge and spin) (kJ/mol): 0.0
Strongest force on any atom (hartree/bohr): 0.08138
LUMO level (Eh): -0.0081

Atoms and positions in Å:
O  -0.153  -1.844  -2.647
O  -2.149  -2.730  -1.416
C  0.387  -0.903  -3.585
C  1.489  -0.016  -3.040
H  -0.480  -0.313  -3.905
H  0.758  -1.472  -4.455
H  1.359  0.268  -1.994
H  1.529  0.900  -3.634
H  2.458  -0.508  -3.142
C  0.851  -2.702  -2.042
C  1.251  -3.809  -2.975
H  0.398  -3.084  -1.122
H  1.716  -2.081  -1.753
H  0.389  -4.436  -3.227
H  2.002  -4.434  -2.486
H  1.682  -3.401  -3.893
C  -2.646  -3.776  -0.554
C  -2.877  -2.642  -2.665
C  -1.509  -4.652  -0.109
H  -3.383  -4.369  -1.114
H  -3.158  -3.306  0.295
H  -0.993  -5.077  -0.977
H  -1.907  -5.480  0.484
H  -0.784  -4.110  0.504
C  -2.515  -3.753  -3.606
H  -2.642  -1.661  -3.089
H  -3.953  -2.665  -2.431
H  -1.481  -3.656  -3.941
H  -3.162  -3.683  -4.484
H  -2.664  -4.737  -3.151
H  -1.207  -1.532  -1.103
Ca  -0.239  0.930  1.512
C  -1.101  -0.600  -0.205
Si  -2.746  0.339  -0.236
H  -0.886  -1.195  0.702
H  -0.217  -0.047  -0.564
C  -2.844  1.140  -1.929
C  -2.901  1.681  1.103
C  -4.246  -0.744  0.060
C  0.027  2.968  0.057
Si  0.581  4.361  1.149
H  -0.786  3.205  -0.647
H  0.871  2.598  -0.557
C  -0.917  5.337  1.746
C  1.755  5.533  0.256
C  1.513  3.718  2.667
H  -5.082  -0.106  0.386
H  -4.060  -1.478  0.856
H  -4.571  -1.284  -0.840
H  -2.245  2.060  -1.957
H  -3.889  1.400  -2.149
H  -2.479  0.473  -2.721
H  -2.167  2.503  1.002
H  -2.880  1.277  2.132
H  -3.895  2.134  0.966
H  1.272  5.978  -0.626
H  2.657  5.004  -0.085
H  2.074  6.355  0.914
H  2.404  3.132  2.396
H  0.896  3.109  3.348
H  1.867  4.581  3.254
H  -0.602  6.312  2.145
H  -1.457  4.809  2.544
H  -1.622  5.524  0.924
Br  4.192  1.568  -0.894
C  4.080  0.823  0.851
C  5.189  0.716  1.686
C  5.064  0.326  3.019
Br  6.637  0.243  4.100
C  3.793  0.053  3.605
C  3.560  -0.210  4.972
C  2.267  -0.266  5.452
C  1.191  -0.051  4.574
N  1.377  0.170  3.264
C  2.646  0.159  2.759
C  2.790  0.477  1.335
O  1.743  0.557  0.591
H  6.164  0.959  1.286
H  4.415  -0.342  5.628
H  2.049  -0.459  6.499
H  0.153  -0.067  4.925

Need the Mulliken charges? In units of e they are:
1 O 0.13
2 O -0.13
3 C -0.56
4 C -1.06
5 H 0.39
6 H 0.34
7 H -0.06
8 H 0.39
9 H 0.36
10 C 0.32
11 C -1.52
12 H -0.05
13 H 0.33
14 H 0.27
15 H 0.46
16 H 0.33
17 C -0.34
18 C 0.13
19 C -1.22
20 H 0.49
21 H 0.11
22 H 0.24
23 H 0.45
24 H 0.22
25 C -1.20
26 H -0.23
27 H 0.51
28 H 0.10
29 H 0.46
30 H 0.33
31 H -0.90
32 Ca 1.50
33 C -0.21
34 Si 0.88
35 H 1.31
36 H -0.15
37 C -1.00
38 C -1.62
39 C -1.15
40 C -0.54
41 Si 0.28
42 H 0.26
43 H 0.12
44 C -1.10
45 C -1.07
46 C -0.78
47 H 0.43
48 H 0.28
49 H 0.19
50 H 0.29
51 H 0.39
52 H 0.20
53 H 0.39
54 H 0.34
55 H 0.43
56 H 0.29
57 H 0.27
58 H 0.29
59 H 0.09
60 H 0.21
61 H 0.44
62 H 0.31
63 H 0.28
64 H 0.32
65 Br -0.16
66 C -0.11
67 C -0.31
68 C -0.14
69 Br -0.25
70 C 0.61
71 C -0.73
72 C -0.91
73 C -0.30
74 N -0.03
75 C -0.01
76 C -0.21
77 O -0.26
78 H 0.45
79 H 0.33
80 H 0.38
81 H 0.42